A structure of composition C4H10LuO2. Source: the Open Molecules 2025 dataset; level of theory: the ωB97M-V functional and the def2-TZVPD basis.

```
17
Properties=species:S:1:pos:R:3:forces:R:3:mulliken_charge:R:1
H -0.37868 -1.84726 -1.40881 -0.1 0.0 -0.6 0.438
C 0.79725 -1.76825 1.16777 0.0 -1.9 -0.5 -0.671
O 0.36953 -0.42596 0.97775 1.7 4.3 2.5 -0.047
C -0.49397 -0.14186 -0.13833 -0.1 -2.3 -0.9 0.055
C 0.14956 -0.89034 -1.29930 -1.6 -0.4 -1.3 -1.370
H 1.00995 -1.90965 2.23249 -0.3 0.0 -0.2 0.274
H -0.02139 -2.40984 0.81445 0.2 0.0 0.6 0.323
H 1.68677 -2.07625 0.60256 -0.1 0.6 0.1 0.343
H -1.40350 0.34806 0.26175 -0.6 -2.9 1.1 0.436
H 1.21218 -1.16129 -1.26041 -0.2 0.4 0.9 0.404
H 0.06990 -0.28492 -2.21088 -0.1 -0.5 0.1 0.396
H -1.48752 0.34499 -1.03089 1.5 2.8 -1.0 0.233
C -0.79506 2.67871 -0.20195 3.7 0.7 -2.3 -0.178
O 0.15588 1.98625 0.33438 -1.4 0.4 2.3 -0.497
Lu 0.86446 1.34063 2.47347 -0.6 -0.4 -2.3 1.217
H -0.84752 3.76357 -0.04174 -0.8 -0.3 1.0 0.315
H -0.88785 2.45340 -1.27233 -1.1 -0.4 0.4 0.330
```
Forces are in eV/Å.

The expectation value of S² is 1.054. Its charge is +2. Its electronic energy is -1543.36406 hartree. As for the multiplicity: 2. The calculation puts the HOMO-LUMO gap (alpha / beta) at 4.92 / 5.83 eV. The strongest force on any atom is 0.1022 Eh/bohr.

---

A structure of composition C30H45N5OS2Si4Sr. Source: the Open Molecules 2025 dataset; level of theory: the ωB97M-V functional and the def2-TZVPD basis.

```
88
Properties=species:S:1:pos:R:3:forces:R:3:mulliken_charge:R:1
Sr 0.84865 0.85324 -0.70769 -0.4 2.0 1.7 1.516
S -0.66775 1.09267 -2.99938 -0.6 -0.4 -0.9 -0.405
C -1.43564 -0.40829 -2.82986 0.5 0.5 -3.2 0.311
N -1.77328 -1.13394 -3.94101 0.2 0.9 1.5 0.204
C -2.75877 -2.18058 -3.78025 -0.2 -0.5 0.2 -0.832
C -2.32410 -3.06507 -2.63383 0.0 -0.1 -0.5 -0.657
N -2.18200 -2.25302 -1.43842 0.2 1.6 -0.5 0.090
C -2.70883 -2.84585 -0.21299 0.0 -0.1 0.3 -1.514
C -4.22016 -2.95342 -0.24777 0.0 0.1 -0.2 0.730
C -4.85362 -4.19016 -0.22944 0.1 0.0 0.0 -0.322
C -6.23758 -4.27628 -0.31078 0.0 0.0 0.0 -0.578
C -7.00022 -3.12505 -0.42003 0.0 0.0 0.0 -0.388
C -6.37520 -1.88484 -0.44514 0.0 0.0 0.0 -0.799
C -4.99491 -1.79993 -0.35948 0.0 0.0 0.0 -0.152
C -1.79159 -0.94040 -1.54132 -0.9 -1.8 2.8 0.333
S -1.71500 0.04049 -0.15181 -1.1 -0.8 -0.3 -0.217
C -1.33374 -0.81267 -5.29078 0.1 0.1 -0.3 -1.167
C -0.72841 -2.02261 -5.96365 -0.1 -0.1 0.1 0.557
C -1.30935 -2.58688 -7.09266 0.0 0.1 0.0 -0.334
C -0.75405 -3.71554 -7.68144 0.0 0.0 0.0 -0.573
C 0.38461 -4.29164 -7.14057 0.0 0.0 0.0 -0.388
C 0.97244 -3.73231 -6.01334 0.1 0.0 0.0 -0.794
C 0.41752 -2.60515 -5.42936 0.0 0.0 0.1 -0.419
H -2.82777 -2.75300 -4.70292 0.1 0.0 0.0 0.435
H -3.74322 -1.75156 -3.55577 0.1 0.0 -0.1 0.358
H -1.37413 -3.54952 -2.88594 0.0 0.0 0.1 0.351
H -3.07339 -3.83494 -2.44834 0.0 0.1 0.0 0.407
H -2.38073 -2.23927 0.62615 0.0 0.0 0.0 0.451
H -2.27402 -3.84333 -0.10864 0.0 0.1 0.0 0.455
H -4.26124 -5.09520 -0.14838 0.0 0.0 0.0 0.379
H -6.71952 -5.24565 -0.29282 0.0 0.0 0.0 0.382
H -8.07912 -3.19057 -0.47976 0.0 0.0 0.0 0.386
H -6.96329 -0.97991 -0.53091 0.0 0.0 0.0 0.414
H -4.50936 -0.83180 -0.37483 0.0 0.0 0.0 0.425
H -0.60070 -0.01486 -5.21370 0.0 0.0 0.0 0.405
H -2.17834 -0.43875 -5.88002 0.0 0.0 0.1 0.359
H -2.20063 -2.13885 -7.51794 0.0 0.0 0.0 0.375
H -1.21306 -4.14331 -8.56375 0.0 0.0 0.0 0.382
H 0.81897 -5.16997 -7.60039 0.0 0.0 0.0 0.385
H 1.86947 -4.16854 -5.59278 0.0 0.0 0.0 0.441
H 0.88195 -2.16521 -4.55314 0.0 0.0 0.0 0.636
C -0.01769 -0.54728 3.54764 -0.1 0.1 0.0 -0.844
Si -0.15923 1.32990 3.75782 0.7 0.4 0.0 0.233
C -1.86816 1.86929 3.15359 0.1 -0.1 0.0 -0.808
C -0.00141 1.75641 5.59856 -0.2 -0.2 -0.1 -1.033
Si 1.59500 2.37117 2.54619 -0.4 -0.2 -0.8 0.124
Si 3.76845 1.61814 3.15692 -0.7 0.4 0.2 0.241
C 3.81592 -0.26817 3.03074 0.1 0.1 -0.1 -1.022
C 5.00569 2.46605 2.01075 0.0 -0.2 0.1 -1.020
C 4.17611 2.09277 4.94761 0.1 -0.1 -0.2 -1.042
Si 1.38139 4.73320 2.59558 0.1 -0.4 0.3 0.095
C -0.37327 5.31040 2.17232 0.1 -0.1 0.0 -1.008
C 1.78188 5.38399 4.33185 0.0 0.1 -0.2 -1.022
C 2.58085 5.54162 1.37264 -0.1 -0.1 0.1 -1.030
H -0.89799 -1.06262 3.93673 -0.1 0.0 0.0 0.365
H 0.85900 -0.94179 4.06612 0.0 0.0 0.0 0.283
H 0.07648 -0.80184 2.48869 0.0 0.0 0.0 0.140
H -2.65759 1.28011 3.62427 0.0 0.0 0.1 0.358
H -1.95311 1.72905 2.07307 0.0 0.1 0.0 0.038
H -2.06149 2.92185 3.37031 0.1 0.0 0.0 0.302
H -0.75904 1.24259 6.19400 -0.1 0.0 0.1 0.385
H -0.11959 2.82977 5.76356 0.0 0.0 -0.1 0.239
H 0.97936 1.46865 5.98411 0.0 0.0 -0.1 0.203
H 3.20751 -0.60329 2.19039 0.0 0.0 0.0 0.153
H 3.43906 -0.74614 3.93704 0.0 0.1 0.0 0.385
H 4.83536 -0.62312 2.86310 0.0 0.0 0.0 0.392
H 4.64490 2.43387 0.98225 0.0 0.0 0.0 0.226
H 5.97716 1.96918 2.03460 0.1 0.0 0.0 0.404
H 5.15329 3.51084 2.29293 -0.1 0.0 0.0 0.312
H 3.48300 1.62865 5.65223 0.0 0.0 0.0 0.254
H 4.12856 3.17381 5.09434 0.0 0.0 0.0 0.216
H 5.18526 1.76487 5.20706 0.1 0.0 0.0 0.394
H -1.07504 5.06204 2.97102 0.0 0.0 0.0 0.254
H -0.73722 4.84256 1.25440 0.0 0.0 0.0 0.255
H -0.40264 6.39233 2.02896 0.0 0.1 0.0 0.363
H 1.10959 4.95877 5.08029 0.0 0.0 0.0 0.211
H 1.68194 6.47089 4.37367 0.0 0.1 0.0 0.380
H 2.80348 5.13185 4.62462 0.0 0.0 0.0 0.256
H 2.50767 5.07957 0.38541 0.0 0.0 0.0 0.247
H 3.61440 5.43756 1.70917 0.0 0.0 0.0 0.280
H 2.37208 6.60726 1.26023 0.0 0.1 0.0 0.372
O 2.69244 -0.14009 -0.75038 2.0 -1.4 -0.4 -0.877
N 3.87673 0.05827 -0.26305 0.3 0.0 0.2 0.009
C 4.87247 -0.51840 -0.85196 0.1 0.0 0.0 0.782
C 4.77067 -1.36408 -2.00467 -0.3 -0.1 -0.1 0.013
N 4.67143 -2.04607 -2.92408 0.0 0.0 0.0 -0.473
C 6.17563 -0.29216 -0.30494 0.2 0.1 0.2 -0.126
N 7.22979 -0.12076 0.11921 -0.1 0.0 0.0 -0.486
```
Forces are in eV/Å.

Its charge is 0. Its relative energy (zero: lowest compared OMol25 entry of this formula, charge and spin) is 1.7860 eV. Its electronic energy is -3504.22707 hartree. As for the multiplicity: 1. The calculation puts the HOMO-LUMO gap (alpha / beta) at 3.08 / 2.21 eV. The strongest force on any atom is 0.0659 Eh/bohr.

---

A structure of composition C25H59AsFeNO10P3. Source: the Open Molecules 2025 dataset; level of theory: the ωB97M-V functional and the def2-TZVPD basis.

```
100
Properties=species:S:1:pos:R:3:forces:R:3:mulliken_charge:R:1
Fe -0.70659 -20.33590 7.29729 -0.8 -0.3 -0.1 2.429
C 0.24599 -25.95374 10.41350 0.7 0.8 -0.1 -1.726
C 0.45694 -24.63866 9.65028 -0.1 -1.4 -1.5 0.779
C 0.33323 -24.80560 8.11973 0.4 0.7 0.7 -0.776
O -0.50039 -23.65500 10.04567 -0.8 -0.6 0.7 -0.107
P -0.34911 -22.11953 10.01765 -1.6 0.0 0.1 -0.113
O 0.22660 -21.62615 8.74032 0.1 0.5 0.1 -0.492
C -2.05016 -21.54922 10.35286 -0.5 -1.8 -0.8 -0.455
P -3.17710 -21.75882 8.90012 0.6 0.6 0.2 -0.454
O -2.57442 -21.11661 7.67836 0.0 -0.5 0.7 -0.067
O -3.54795 -23.23711 8.57305 0.5 -0.2 0.0 0.114
C -4.46308 -24.18321 9.28034 1.1 -0.1 1.0 0.446
C -5.31707 -24.75586 8.15733 0.3 -1.7 0.0 -1.401
C -3.51256 -25.21035 10.00437 -2.6 -0.5 -0.6 -0.990
O -4.44498 -21.07550 9.47879 -0.7 0.3 0.1 -0.401
C -5.74170 -21.11283 8.76076 0.4 -1.3 -0.3 0.886
C -6.64131 -20.11451 9.37114 1.5 2.3 1.3 -1.487
C -5.53623 -20.79624 7.27263 -0.6 -2.0 0.3 -0.958
O 0.44074 -21.66072 11.26929 0.3 -0.6 0.5 -0.217
C 0.34802 -22.40718 12.54750 2.1 1.5 1.6 0.584
C 0.12850 -21.36480 13.61939 -1.5 -1.6 0.0 -1.589
C 1.72922 -22.99947 12.79233 -1.2 -1.6 0.4 -1.372
H 1.10678 -26.57170 10.18908 0.1 -0.3 -0.2 0.465
H -0.65861 -26.53006 10.27093 -0.3 0.3 -0.5 0.277
H 0.33189 -25.75975 11.46207 0.0 0.2 0.8 0.425
H 1.44577 -24.27319 9.84792 0.6 0.3 0.4 0.285
H -0.69591 -25.09151 7.93656 0.0 -0.3 -0.5 0.071
H 1.08617 -25.51097 7.75223 -0.4 -0.1 0.1 0.515
H 0.53249 -23.82918 7.64372 -0.2 -0.4 0.1 -0.221
H -1.96503 -20.52061 10.62966 -0.3 0.8 -0.1 0.609
H -2.54209 -22.09035 11.19461 0.6 0.2 -0.4 0.736
H -4.92652 -23.55016 10.07799 -0.4 -0.7 -0.9 0.411
H -4.69018 -25.12955 7.29603 -0.3 0.7 1.0 0.220
H -6.04992 -24.06968 7.79388 -0.3 0.6 -0.3 0.351
H -5.88430 -25.66796 8.44029 0.4 0.6 0.4 0.450
H -2.91920 -25.61799 9.19750 0.4 -0.4 0.2 0.178
H -4.09540 -26.03755 10.56178 0.8 1.3 -1.1 0.419
H -2.93865 -24.67866 10.72433 0.7 0.3 0.5 0.238
H -6.20021 -22.10866 8.97674 0.6 0.5 -0.5 -0.067
H -6.22888 -19.07971 9.21516 -0.5 -0.8 -0.3 0.148
H -6.69043 -20.14589 10.47100 -0.3 -0.6 -0.4 0.395
H -7.58293 -20.20468 8.90378 -1.2 0.1 -0.2 0.435
H -5.15816 -19.78506 7.26838 0.2 0.2 -0.8 0.068
H -6.52378 -20.93339 6.85508 -0.5 0.8 -0.2 0.651
H -5.01417 -21.57482 6.65634 0.4 0.9 0.9 0.216
H -0.42396 -23.11919 12.70482 -1.0 -0.8 -1.3 0.426
H 0.94958 -20.72279 13.64969 1.4 1.0 0.4 0.439
H -0.03693 -21.93789 14.56139 0.1 0.9 -0.4 0.404
H -0.73493 -20.78860 13.34290 -0.7 0.3 0.3 0.331
H 2.37281 -22.20726 13.04172 1.1 1.1 0.0 0.458
H 2.04530 -23.47833 11.86638 0.4 -0.4 0.4 0.306
H 1.74081 -23.66310 13.71737 -0.2 0.4 -1.5 0.325
C -4.40072 -15.50991 8.31650 0.2 -0.5 0.1 -1.160
C -2.88660 -15.49228 8.40633 1.6 0.7 0.9 -0.230
O -2.15796 -16.44912 7.57013 -0.6 -0.6 0.2 -0.366
P -2.56501 -18.04521 7.79333 -1.7 2.5 1.5 0.749
O -1.43782 -18.57015 8.82623 1.1 -0.7 0.4 -0.476
C -0.35508 -17.87072 9.49520 0.3 0.6 -0.1 0.156
C -0.37837 -18.33853 10.94013 0.0 0.5 0.9 -0.789
O -1.90830 -18.68063 6.51085 1.2 -0.4 -2.0 -0.857
C -2.72755 -18.64243 5.31709 0.0 -0.1 -0.6 -0.483
C -2.37629 -17.46706 4.40741 -1.5 0.7 1.7 -1.342
H -4.72863 -14.72235 8.95746 -0.5 0.7 0.4 0.434
H -4.93250 -16.40624 8.61795 0.5 -0.4 0.5 0.237
H -4.80620 -15.36411 7.33314 0.3 0.6 -0.7 0.334
H -2.44614 -15.61711 9.43708 -1.1 -0.3 -0.5 0.252
H -2.46965 -14.45432 8.22273 -0.6 -1.2 -0.7 0.377
H -0.51471 -16.77923 9.38267 0.1 -0.6 0.1 0.625
H 0.62058 -18.11494 8.98425 -1.1 0.1 0.5 -0.500
H -1.30061 -18.03077 11.52640 0.7 -0.7 -1.1 0.321
H 0.41418 -17.85273 11.52967 0.1 -0.2 -0.4 0.494
H -0.17378 -19.42260 10.96890 -0.3 0.6 0.2 -0.140
H -3.73545 -18.66411 5.65369 -1.2 0.5 0.2 0.277
H -2.64345 -19.61944 4.86682 0.6 -0.2 -0.5 0.435
H -2.59092 -16.49157 4.93897 0.1 -1.1 -0.6 0.216
H -2.94240 -17.48604 3.47649 0.2 -0.1 0.0 0.431
H -1.33516 -17.49731 4.28530 1.5 0.0 -0.7 0.362
C 2.90445 -19.97251 8.76632 1.0 0.8 -0.9 -0.630
As 2.47003 -19.70481 6.92690 0.2 -1.8 0.7 0.402
C 2.92886 -21.43766 6.23673 0.5 -1.5 -1.6 -0.539
C 3.44238 -18.29374 6.24444 0.8 0.9 0.4 -1.058
O 0.84936 -19.36887 6.78709 0.1 0.4 -0.3 -0.345
H 3.96244 -20.29757 8.79474 -0.6 0.2 0.4 0.534
H 2.20234 -20.69311 9.10183 -0.3 -0.7 0.5 -0.343
H 2.73035 -19.01938 9.24495 0.3 0.1 0.5 0.441
H 2.21442 -22.15834 6.65331 0.2 0.3 0.4 -0.270
H 3.97413 -21.79500 6.44699 -1.0 0.7 0.2 0.455
H 2.82877 -21.62069 5.13461 0.0 0.8 0.8 0.338
H 4.42039 -18.30558 6.77095 -0.4 0.1 -0.8 0.398
H 2.89608 -17.40977 6.59281 0.1 0.0 -0.3 0.347
H 3.49115 -18.34415 5.16163 0.2 0.2 0.0 0.387
C -0.28281 -24.75302 3.61509 -0.5 -2.6 0.5 -1.284
C 0.51514 -23.59104 4.09879 1.3 0.2 0.5 -0.356
C -0.13582 -22.63546 5.00210 0.5 -0.5 -1.3 0.445
N -0.48332 -21.78866 5.67756 -0.5 0.6 0.8 -0.551
H 0.39514 -25.59643 3.23098 -0.9 1.6 0.1 0.341
H -1.03450 -24.44759 2.88878 0.1 -0.3 -0.1 0.368
H -0.79909 -25.27536 4.46518 0.2 0.7 -0.7 0.300
H 0.94323 -23.05323 3.23367 -0.1 0.1 0.5 0.381
H 1.35523 -23.97247 4.71620 -0.2 0.2 -0.4 0.279
```
Forces are in eV/Å.

The expectation value of S² is 6.008. Its charge is +2. Its relative energy (zero: lowest compared OMol25 entry of this formula, charge and spin) is 1.8099 eV. Its electronic energy is -6318.44493 hartree. As for the multiplicity: 5. The calculation puts the HOMO-LUMO gap (alpha / beta) at 9.73 / 9.61 eV. The strongest force on any atom is 0.0653 Eh/bohr.